Entry 1:
A molecular structure, C22H70B3F3N5O9Pt2S in a non-equilibrium geometry, computed with ωB97M-V/def2-TZVPD.

The HOMO-LUMO gap (spin up / spin down) is 6.0 / 6.3 eV. The energy above the lowest of the compared OMol25 structures with the same formula, charge and spin comes out at 130.0 kcal/mol. Its net charge is -1. The strongest force on any atom comes out at 5.50 eV/A. The spin multiplicity is 5. Its LUMO energy (spin up / spin down) is 1.83 / 1.80 eV. For the molecular weight, the calculation gives 1060.5 g/mol. Its expectation value of S² is 6.01. Its HOMO energy (spin up / spin down) is -0.155 / -0.166 Ha.

Geometry as XYZ:
```
115
Properties=species:S:1:pos:R:3:mulliken_spin:R:1
H -1.35 5.46 0.05 0.000
H 0.68 0.06 -5.78 0.000
H 0.62 0.66 3.77 0.000
H -0.14 -3.29 3.72 0.004
H -4.11 2.41 0.56 0.028
H -0.32 1.32 -0.17 0.039
H 2.12 5.00 -3.30 0.000
C -3.62 -4.47 0.37 0.027
H -1.48 -2.40 4.25 0.007
H 2.74 -0.23 1.83 0.006
C 3.38 -1.11 1.74 0.008
Pt -2.28 -0.08 1.88 1.004
H -3.71 -2.38 -5.14 0.000
H 0.16 -4.90 1.20 -0.003
O -3.57 -2.43 -1.53 0.012
O 4.01 3.00 -0.33 0.000
H 0.53 -1.96 -1.54 0.096
B -0.22 0.45 0.47 -0.044
H -1.31 2.11 -1.06 -0.003
H 1.72 -4.72 2.56 0.000
N -3.63 -0.40 3.68 0.102
F -3.48 -5.38 -0.51 0.001
F -3.13 -4.77 1.53 0.000
H 1.88 -2.91 -1.05 0.011
C -0.59 -2.30 3.63 -0.014
H 2.63 -6.34 0.14 0.000
H -4.92 1.27 6.22 0.000
H 5.51 1.49 -1.89 0.000
C 2.50 -5.99 1.16 0.012
C -1.68 -0.93 -4.71 0.000
C -2.16 1.21 4.95 0.010
H 2.47 4.53 -1.51 0.000
F -4.91 -4.21 0.76 0.001
H 1.23 1.04 -4.51 0.000
H 0.55 3.36 -1.26 0.001
H -3.61 -1.22 4.28 -0.002
H -0.07 -1.54 4.20 0.003
H 1.82 -6.73 1.60 0.000
C -0.73 0.18 -4.15 0.000
H 3.62 -3.59 0.24 0.002
H 3.94 -3.70 1.88 -0.002
H -0.97 1.23 -4.37 0.000
H 0.26 1.81 4.94 0.001
N -2.02 2.69 -1.48 0.000
O 0.58 5.32 -1.90 0.000
H -0.34 -0.77 -2.38 0.020
H -1.34 -1.91 -4.36 0.000
H -0.50 0.81 1.44 0.064
H -4.63 -0.40 3.59 -0.009
H 0.33 0.57 -2.44 0.000
H 5.52 3.21 1.02 0.000
H -1.46 -0.82 -5.77 0.000
H -4.23 0.86 1.39 0.039
H 0.86 -4.69 -0.14 -0.010
C 5.30 3.57 0.02 0.000
H 1.31 -0.72 -4.35 0.002
H -4.25 -0.96 -6.07 0.000
H -2.71 1.81 1.59 0.081
C -4.50 0.44 5.65 0.009
O -3.07 -0.59 -4.38 0.000
H -3.08 0.96 0.19 0.021
H 0.35 2.34 3.24 -0.001
H 4.53 -0.72 -2.79 0.001
Pt 0.42 -2.04 0.38 1.123
O -1.44 -2.87 -0.33 0.074
H 2.58 1.29 -2.82 0.002
H -4.17 -0.39 6.27 0.001
H -2.13 4.76 -2.12 0.000
H 1.96 -1.81 -2.50 0.024
H -2.18 2.28 5.19 -0.001
H -2.87 4.42 0.00 0.001
C 3.13 -3.47 1.20 0.011
N -0.55 0.16 -2.69 -0.003
O -1.40 1.22 3.73 0.082
H -2.64 2.61 -0.69 -0.004
H -1.38 3.88 0.68 -0.001
C 3.94 1.61 -0.43 -0.011
H 1.89 -1.19 -0.80 0.065
H -0.06 3.63 -2.89 0.000
C -4.08 -1.35 -5.07 0.000
C 0.69 0.11 -4.69 0.001
H 3.52 2.84 -2.88 0.000
C 0.00 1.55 3.91 0.007
H -4.97 -1.31 -4.45 0.000
B 1.60 -1.97 -1.49 0.108
H 3.33 -0.50 -1.86 -0.007
H 2.93 1.24 -0.28 0.015
C 3.57 1.75 -2.90 -0.002
S -2.87 -2.71 -0.26 0.054
N 0.79 -4.25 0.76 0.126
C 1.96 5.17 -2.23 0.000
H -5.42 0.00 5.29 -0.001
H 6.14 3.31 -0.62 0.000
H 3.99 1.47 -3.86 0.000
B -3.55 1.57 0.95 0.164
O -3.20 -1.70 0.74 0.034
H 2.38 6.17 -2.10 0.000
H 4.21 -0.93 1.05 0.000
C -3.54 0.82 4.47 0.010
H 3.61 -1.34 2.77 -0.001
H 3.53 -6.09 1.48 -0.001
C -1.79 4.48 -0.13 0.001
H 0.80 0.09 0.45 0.126
O 2.52 -2.17 1.35 0.048
H 5.30 4.66 0.09 0.000
H -4.03 1.51 3.78 -0.009
H 4.62 1.12 0.27 -0.001
C -0.03 4.05 -1.88 -0.001
C -1.53 4.06 -1.53 -0.002
H -0.90 -0.31 0.13 0.202
O -0.77 -1.83 2.27 0.256
C 2.00 -4.57 1.52 -0.013
C 4.48 1.15 -1.84 0.000
H -1.76 0.45 5.61 -0.001
N 4.32 -0.30 -1.90 0.002
```

---

Entry 2:
19 unconnected molecules or ions with the total composition C22H70O22 in a non-equilibrium geometry, computed with ωB97M-V/def2-TZVPD.

The HOMO-LUMO gap is 7.3 eV. Its net charge is -2. The strongest force on any atom comes out at 4.46 eV/A. Its LUMO energy is 4.00 eV. For the molecular weight, the calculation gives 686.8 g/mol. Its HOMO energy is -0.123 Ha.

Geometry as XYZ:
```
114
Properties=species:S:1:pos:R:3:mulliken_charge:R:1
H -2.11 3.56 -3.02 0.387
H 1.76 4.70 0.13 -0.107
H 0.65 -4.31 1.09 0.128
C 0.97 -1.69 -3.60 -0.764
H 5.12 -1.54 2.90 0.333
O 2.84 1.12 -0.58 -0.495
C -5.63 1.76 1.88 -1.355
C -2.24 2.48 -3.15 0.180
O 2.60 -4.13 -1.68 -0.756
O -4.08 -2.31 1.73 -0.583
H 1.90 -0.21 2.55 -0.098
H 1.33 -5.62 1.41 0.265
H -3.53 3.89 3.25 0.366
H -5.32 2.57 2.54 0.192
H -6.01 -2.69 1.33 0.405
H -3.19 2.86 -5.00 0.431
H -5.21 -1.65 0.17 -0.058
O 4.02 0.02 -3.18 -0.893
H 3.17 0.04 -3.62 0.451
H -6.65 1.97 1.58 0.373
H 4.53 4.91 1.49 0.333
H -1.20 -2.59 2.32 0.128
O -2.27 -5.02 1.52 -0.586
H 1.85 -1.59 -2.96 -0.016
H 2.73 0.93 3.49 0.476
H 5.59 -2.30 -1.92 0.280
H 4.98 -3.52 0.66 0.280
H 2.02 -3.76 -1.01 0.035
H -2.22 -4.63 0.64 0.137
H 0.71 -0.06 4.71 0.438
O 0.90 3.35 -3.22 -0.756
H -1.27 2.09 -3.45 -0.049
O 0.62 -5.05 1.70 -0.620
O -1.53 -1.82 0.68 -0.297
H -1.84 4.78 1.64 0.288
H 2.97 3.24 -0.98 0.184
O 4.67 -2.38 -2.17 -0.674
O 5.98 1.04 -0.65 -0.702
O -2.58 1.84 -1.93 -0.518
C -3.34 2.15 -4.19 -1.479
H -1.85 2.04 -1.33 0.314
H -3.19 1.20 -4.70 0.289
O 3.27 4.14 -1.10 -0.602
C 1.95 -0.85 -0.28 -0.191
H -4.73 0.71 0.21 -0.023
O 3.20 -3.20 1.69 -0.454
C 0.61 0.71 3.94 -0.027
H -2.89 -5.75 1.42 0.275
O -0.46 3.34 2.22 -0.407
H 1.16 2.50 -3.57 0.447
C 5.12 -1.71 1.83 -0.405
H -3.35 -1.97 1.21 0.260
C -1.81 3.78 2.04 0.707
H 3.02 4.78 2.13 0.318
H 4.42 -0.99 1.41 -0.208
C -4.67 -3.74 -0.16 -1.019
O 1.29 0.57 -4.18 -0.519
C 1.74 0.48 -0.36 -0.453
H 4.48 -1.56 -2.63 0.374
C 2.82 4.89 -0.03 0.195
C 0.88 -1.74 0.08 0.182
O 1.04 -2.95 0.11 0.894
O -1.33 -4.43 -1.11 -0.739
H 3.00 5.95 -0.20 0.416
H -1.71 0.66 0.28 0.014
H -2.04 4.34 4.10 0.357
H -2.30 3.18 1.27 -0.178
H 3.35 -3.53 -1.70 0.367
H 2.79 -2.76 0.94 -0.279
H 0.15 2.57 3.92 0.339
O -4.39 2.79 -0.05 -0.689
O 0.09 2.33 -0.54 -1.347
C -2.46 3.68 3.34 -1.560
H 3.77 3.36 1.24 0.088
H 1.10 0.55 -5.12 0.243
H -4.54 -4.67 0.40 0.124
H -5.45 -3.88 -0.91 0.450
H -4.36 2.14 -3.80 0.277
H 0.07 0.02 -2.64 -0.563
H -0.33 0.51 3.43 -0.184
C 3.58 4.43 1.26 -0.874
C -4.55 1.62 0.79 0.965
H 5.10 -3.72 2.37 0.339
H -2.93 0.02 -1.81 0.291
C 4.63 -3.10 1.61 -0.447
H 0.49 3.15 -2.37 0.227
H -3.75 2.62 -0.74 0.444
C 0.29 -0.32 -3.66 0.659
H -0.70 -5.09 -1.41 0.297
H 0.35 -2.48 -3.19 0.210
C 0.38 1.11 -0.17 1.408
H 1.71 1.54 2.18 -0.364
H -0.12 3.09 1.35 -0.088
H 6.09 -1.61 1.33 0.291
H -1.25 -2.58 3.83 0.259
H -2.42 2.64 3.64 0.306
H -2.48 -1.22 -1.06 0.242
H -3.58 1.45 1.26 -0.318
H -3.72 -3.60 -0.68 0.134
H 1.28 -2.03 -4.59 0.399
C -0.70 0.30 0.18 1.599
H -0.79 -3.70 -0.81 0.152
C -0.53 -1.14 0.38 -1.187
O -3.24 -0.83 -1.50 -0.729
H 5.10 0.82 -0.34 0.247
H -0.63 -0.30 -4.25 0.443
C 1.79 0.79 2.97 0.264
H 5.99 1.99 -0.69 0.335
C -5.08 -2.55 0.78 0.135
O -1.03 -3.13 3.09 -0.621
H 3.84 0.36 -2.30 0.258
H -5.75 0.90 2.53 0.337
O 0.61 2.00 4.55 -0.651
H 2.90 -1.36 -0.38 0.667
```

---

Entry 3:
A molecular structure, C22H71Cl2CrN27O14 in a non-equilibrium geometry, computed with ωB97M-V/def2-TZVPD.

The HOMO-LUMO gap (spin up / spin down) is 8.6 / 9.0 eV. Its net charge is +1. The strongest force on any atom comes out at 5.48 eV/A. The spin multiplicity is 4. Its LUMO energy (spin up / spin down) is -1.98 / -1.58 eV. For the molecular weight, the calculation gives 1060.9 g/mol. Its expectation value of S² is 3.77. Its HOMO energy (spin up / spin down) is -0.389 / -0.389 Ha.

Geometry as XYZ:
```
137
Properties=species:S:1:pos:R:3:mulliken_spin:R:1
H 1.31 -4.93 0.16 0.000
H -0.25 -3.32 7.87 0.000
H -1.05 -8.67 0.47 0.000
H -2.34 6.46 1.28 0.000
H 0.22 -6.44 -4.69 0.000
H -4.20 5.78 -0.34 0.000
H -1.34 -1.27 -0.03 0.003
N 0.09 -6.22 -3.74 0.000
C -1.56 5.77 1.06 0.000
O 1.49 -2.53 -0.27 -0.046
H -2.12 2.09 -0.46 0.003
N 6.42 0.41 1.04 -0.001
H -2.63 -3.97 1.06 0.000
C -2.51 7.13 -1.69 0.000
H -2.27 3.37 -6.42 0.000
O -1.56 2.48 -4.27 0.000
O 1.89 1.12 -1.89 0.003
H -4.31 0.92 0.98 0.000
O -1.29 -5.56 -0.17 0.000
N -2.35 2.34 -6.42 0.000
Cr 1.55 -0.67 -1.09 3.130
H -1.89 -1.33 1.57 0.000
N -0.12 -4.27 -2.40 0.001
H -2.01 3.86 -3.30 0.000
C -5.03 0.21 2.81 0.000
N -1.32 -6.62 1.94 0.000
H -3.15 0.13 -5.51 0.000
N -1.35 -7.86 -0.05 0.000
H 1.10 1.42 4.64 0.000
C -1.35 -6.61 0.54 0.000
N -2.91 -2.68 4.00 0.000
Cl -0.54 -0.73 -2.05 -0.008
H -2.82 2.51 -1.99 -0.001
H -0.36 3.45 -2.00 0.001
N 3.88 -0.16 -3.75 0.002
O 2.96 -6.08 -1.63 0.000
C -2.42 -3.50 3.07 0.000
H -5.84 1.61 4.00 0.000
O 0.84 -4.18 -4.42 0.001
H 0.22 -3.33 -2.23 -0.011
N -0.36 0.72 2.25 0.007
C 1.31 2.18 -1.62 -0.007
C 1.50 -3.05 0.87 -0.003
H -2.19 8.17 -1.83 0.000
H -2.52 0.16 -3.93 0.000
H -1.38 -8.00 -1.06 0.000
H 0.25 5.59 -0.08 0.000
H 4.60 2.55 4.26 0.000
C -2.15 1.84 -5.10 0.001
Cl 3.55 -0.37 0.06 -0.011
C -0.29 6.27 -2.61 0.000
H -1.05 5.66 2.04 0.000
N -1.78 4.74 -1.59 0.002
N 2.09 1.55 4.60 0.000
H 4.19 2.75 2.57 0.000
C 3.97 -5.47 -1.84 -0.001
C -0.65 6.27 -0.07 0.000
N 5.21 -6.09 -1.93 0.000
H 1.20 3.52 0.09 0.000
H 4.28 0.17 -4.62 0.000
O -1.50 -4.34 3.30 0.000
H 0.65 -1.93 4.26 0.000
H -3.22 6.85 -2.43 0.000
O 1.89 2.59 2.57 0.000
N 4.10 -4.15 -2.03 0.000
O 2.38 -1.61 -2.70 -0.022
H 2.59 1.38 5.40 0.000
H -0.60 -6.67 -3.19 0.000
N 6.00 2.60 0.41 0.000
H -3.70 -2.15 3.64 0.000
N 1.76 2.88 -0.42 0.001
N -2.85 -3.27 1.74 0.000
N -0.56 -3.34 6.84 0.000
H -1.20 -5.72 2.45 0.000
N 1.31 -4.38 1.01 0.003
H 2.40 2.29 0.12 0.001
H 3.93 0.43 -2.91 0.000
H 3.27 -3.63 -1.84 0.001
C -0.03 -2.30 6.08 0.000
H -0.29 -4.26 6.43 0.000
H -5.64 0.13 4.76 0.000
H 5.98 -5.57 -1.56 0.000
C -4.14 4.86 -0.87 0.000
H -4.81 2.13 2.02 0.000
N -1.07 -1.23 0.95 0.010
O 0.57 0.35 0.27 -0.045
O 0.23 -1.21 6.52 0.000
H 5.85 2.20 -0.50 0.000
C 2.58 2.19 3.54 0.001
N -2.54 0.55 -4.87 0.000
N 1.87 -2.42 2.01 0.000
O 6.88 2.13 2.50 0.000
H 1.58 -4.88 1.87 0.000
H -2.75 -2.90 5.03 0.000
N 2.81 -1.95 -4.88 0.004
C -1.32 6.15 -1.48 0.000
N 0.16 -2.61 4.76 0.000
H 0.26 1.55 2.39 0.001
H -1.27 3.61 0.95 0.000
C 6.52 1.74 1.37 0.000
H -4.99 4.28 -0.50 0.000
H -3.88 2.24 -0.72 0.000
H -0.90 0.36 3.06 -0.002
H -0.84 5.96 -3.52 0.000
C 2.94 -1.15 -3.75 -0.003
H -0.10 2.20 -3.16 -0.002
H 6.05 3.61 0.46 0.000
H 5.30 -7.06 -1.81 0.000
C -2.88 2.71 -0.94 -0.003
H 0.14 7.25 -2.81 0.000
N 3.88 2.56 3.53 0.000
H -0.64 -4.72 -1.65 0.002
N -4.81 1.12 1.80 0.000
C -2.10 4.32 0.81 0.000
H 5.93 0.07 0.21 0.003
H -3.77 -2.88 1.55 0.000
H -4.19 4.98 -1.93 0.000
N 0.27 2.71 -2.34 -0.006
H -3.16 1.99 -6.94 0.000
H -2.91 7.12 -0.69 0.000
H 0.56 5.62 -2.56 0.000
O -2.44 4.64 -2.85 0.000
H 6.70 -0.29 1.74 0.000
C 0.25 -4.86 -3.61 0.001
H 2.40 -2.99 2.69 -0.001
H 3.32 -1.64 -5.74 -0.001
H 2.13 -2.64 -4.89 0.001
C -0.32 -0.03 1.09 -0.011
C -2.73 4.12 -0.61 0.000
N -5.27 0.77 4.03 0.000
H 4.79 -3.67 -2.60 0.000
H -2.88 3.99 1.51 0.000
H -0.26 -3.42 4.38 0.000
H -0.25 7.25 0.24 0.000
H -1.87 -7.33 2.40 0.000
H 2.29 -1.54 1.75 0.002
O -4.78 -0.98 2.65 0.000
```

---

Entry 4:
A molecular structure, C23H11Cl5F10N3PtTe4 in a non-equilibrium geometry, computed with ωB97M-V/def2-TZVPD.

The HOMO-LUMO gap is 5.2 eV. The energy above the lowest of the compared OMol25 structures with the same formula, charge and spin comes out at 40.8 kcal/mol. Its net charge is -1. The strongest force on any atom comes out at 1.43 eV/A. Its LUMO energy is 0.57 eV. For the molecular weight, the calculation gives 1402.1 g/mol. Its HOMO energy is -0.169 Ha.

Geometry as XYZ:
```
57
Properties=species:S:1:pos:R:3:nbo_charge:R:1
H 1.77 1.54 2.32 0.205
H 2.69 -1.76 2.05 0.178
F -4.61 3.32 2.06 -0.297
Cl 4.21 -3.17 -3.83 0.038
C 2.63 -1.45 -2.42 -0.009
Te 0.22 1.37 -4.99 -0.535
C -2.61 -1.24 0.43 0.365
H 0.45 -2.36 2.36 0.180
F -2.86 1.36 2.25 -0.318
H -0.49 1.46 2.87 0.193
C -4.32 -2.66 1.34 0.230
F -4.17 5.45 0.42 -0.298
H 3.22 1.53 0.67 0.224
F -1.15 -4.38 1.50 -0.325
Cl 1.98 -2.93 -1.78 0.016
C -2.02 -3.36 1.28 0.309
F -5.60 -2.91 1.64 -0.299
H 3.86 0.30 1.79 0.179
C 3.91 0.78 -3.44 -0.076
Pt 0.58 0.31 -0.74 0.693
H 1.03 -3.37 1.06 0.199
C -1.16 3.51 -0.10 0.296
C -3.27 4.47 0.51 0.242
C 0.76 -2.34 1.30 -0.248
N -0.38 1.38 0.76 -0.742
C 1.31 0.56 2.22 -0.228
N 1.92 -0.09 1.04 -0.451
N -0.29 -1.77 0.49 -0.685
F -4.86 -0.55 0.45 -0.294
C 3.28 0.46 0.88 -0.411
C -1.55 -2.13 0.73 0.035
C -2.09 4.52 -0.21 0.269
F -1.84 5.58 -0.99 -0.295
F -3.68 -4.78 2.14 -0.302
C -3.33 -3.60 1.60 0.265
Te -0.76 -1.49 -2.39 0.499
Cl 5.57 -0.65 -5.02 0.041
C 2.14 -0.20 -2.03 -0.327
C 2.86 0.90 -2.53 -0.085
H 2.61 -1.89 0.31 0.214
C -3.94 -1.48 0.74 0.273
H 1.54 -0.03 3.12 0.189
C 2.06 -1.55 1.18 -0.217
C -2.55 2.37 1.42 0.326
Cl 4.71 2.17 -4.05 0.047
H 3.78 -0.03 0.05 0.215
Te -2.95 -2.77 -2.02 -0.235
Cl 2.49 2.50 -1.98 0.041
C -0.18 0.78 2.07 -0.219
H -0.73 -0.15 2.20 0.189
Te -0.97 1.21 -2.65 0.284
C -1.35 2.36 0.69 0.068
C 3.68 -1.60 -3.34 -0.124
F -2.32 -0.06 -0.14 -0.346
F -0.01 3.66 -0.77 -0.305
C 4.30 -0.48 -3.87 -0.088
C -3.48 3.39 1.34 0.259
```

---

Entry 5:
A molecular structure, C23H14Cl5NO3S2SbSe4W, computed with ωB97M-V/def2-TZVPD.

The HOMO-LUMO gap (spin up / spin down) is 6.4 / 5.4 eV. The energy above the lowest of the compared OMol25 structures with the same formula, charge and spin comes out at 59.4 kcal/mol. Its net charge is 0. The strongest force on any atom comes out at 0.55 eV/A. The spin multiplicity is 2. Its LUMO energy (spin up / spin down) is -1.74 / -2.74 eV. For the molecular weight, the calculation gives 1215.2 g/mol. Its expectation value of S² is 0.75. Its HOMO energy (spin up / spin down) is -0.301 / -0.300 Ha.

Geometry as XYZ:
```
54
Properties=species:S:1:pos:R:3:nbo_charge:R:1
C 1.65 2.59 -2.90 -0.228
Cl 6.23 0.89 -0.40 0.036
H 2.35 0.26 -5.26 0.239
C 1.36 1.73 -1.84 0.059
H 2.24 2.74 -4.95 0.231
C -4.47 -1.52 2.32 -0.196
C 5.26 -0.14 3.38 -0.108
S 0.98 2.22 -0.24 -0.046
C -3.16 0.37 1.70 -0.174
C 2.00 2.08 -4.13 -0.141
Se 2.25 -5.63 -0.86 -0.490
Se 1.09 -2.26 1.21 -0.021
H -3.82 2.29 2.38 0.227
C 5.38 0.39 1.01 -0.142
Se 1.14 -5.71 3.35 -0.459
Cl 2.95 -0.84 4.65 0.045
C 6.00 0.24 2.26 -0.060
H -3.89 2.72 -3.16 0.222
C -3.36 -1.00 1.67 -0.213
C 4.04 0.11 0.95 0.324
C -5.36 -0.67 2.98 -0.187
C 2.06 0.69 -4.32 -0.260
C 3.29 -0.26 2.04 -0.327
O -0.71 -0.05 1.04 -0.963
O 1.02 -0.45 -1.12 -0.558
H -2.65 -1.65 1.18 0.245
H -1.35 -0.99 -1.08 0.257
H -3.15 2.89 -0.80 0.223
H 1.62 3.65 -2.72 0.243
Cl 6.05 -0.33 4.91 0.046
C -2.24 0.94 -0.82 -0.172
H -4.64 -2.59 2.33 0.225
Cl 1.07 1.36 2.71 -0.270
N 1.39 0.41 -2.08 0.009
H -2.09 -1.16 -3.45 0.222
C -5.13 0.70 2.99 -0.194
S -1.74 1.07 0.89 1.290
Se -1.40 -5.19 0.24 -0.168
H -6.22 -1.08 3.48 0.222
C -3.34 1.90 -2.70 -0.208
H -5.82 1.35 3.52 0.222
H 1.77 -1.20 -3.28 0.248
O 3.20 0.18 -0.11 -0.693
C 3.88 -0.37 3.28 -0.038
Cl 7.69 0.54 2.40 0.053
C -3.04 0.77 -3.44 -0.196
C -2.93 2.00 -1.38 -0.222
Sb 0.95 -5.30 1.07 1.011
W 1.49 -0.03 0.88 1.213
C -1.92 -0.20 -1.54 -0.236
C 1.75 -0.13 -3.26 0.062
C -4.02 1.23 2.36 -0.230
H -3.36 0.70 -4.47 0.220
C -2.33 -0.28 -2.87 -0.195
```